1.
{"formula": "F12NO3P2Rb", "method": "wB97M-V/def2-TZVPD", "elements": ["Rb", "P", "F", "F", "F", "F", "F", "F", "P", "F", "F", "F", "F", "F", "F", "N", "O", "O", "O"], "coordinates": [[24.646, -0.721, 14.222], [23.131, -1.539, 11.844], [23.281, -2.019, 13.399], [22.347, -2.950, 11.687], [21.773, -0.656, 11.925], [23.123, -1.199, 10.267], [23.980, -0.187, 12.197], [24.572, -2.234, 11.529], [26.233, -2.028, 16.336], [25.960, -2.042, 17.884], [27.256, -0.773, 16.299], [27.506, -3.029, 16.360], [26.288, -1.921, 14.736], [25.154, -3.181, 16.203], [25.110, -0.875, 16.298], [22.399, -0.492, 15.673], [21.847, 0.057, 14.739], [22.178, -0.239, 16.830], [23.124, -1.397, 15.413]], "forces_ev_per_angstrom": [[5.52, 9.56, -4.05], [-0.03, -0.61, -0.62], [-4.25, -3.04, -4.63], [-0.34, 0.42, -1.21], [0.33, -1.05, 0.90], [-0.32, -0.04, -0.68], [-1.49, 1.01, -3.52], [0.30, -0.70, 0.31], [-0.29, 1.19, -0.06], [1.66, -0.36, 1.77], [1.47, 0.16, 1.23], [-0.52, -0.15, 0.43], [4.39, -3.96, 0.03], [0.05, -0.92, -0.44], [0.81, 0.17, 4.42], [-1.61, -1.16, 0.36], [-1.46, 2.67, -1.92], [-1.00, 1.93, 3.40], [-3.22, -5.11, 4.26]], "relative_energy_kcal_mol": 219.6, "homo_lumo_gap_ev": 6.319, "charge": -2}

***

2.
{"formula": "C5H10N2OS", "method": "wB97M-V/def2-TZVPD", "elements": ["C", "C", "C", "C", "C", "N", "N", "O", "S", "H", "H", "H", "H", "H", "H", "H", "H", "H", "H"], "coordinates": [[0.785, 0.450, -1.379], [-0.738, -1.441, 1.719], [-1.882, -0.534, 1.096], [0.555, -0.680, 1.551], [1.089, 1.037, -2.751], [-1.576, 0.800, 1.403], [1.002, 1.264, -0.288], [0.151, -0.617, -1.297], [-0.093, 1.064, 1.588], [-0.936, -1.607, 2.819], [-0.739, -2.370, 1.206], [-1.924, -0.726, 0.011], [-2.850, -0.781, 1.515], [1.286, -0.865, 2.288], [1.024, -0.734, 0.521], [2.179, 0.882, -3.106], [0.941, 2.044, -2.762], [0.553, 0.574, -3.673], [1.172, 2.240, -0.463]], "forces_ev_per_angstrom": [[-2.13, 0.44, 0.08], [-1.00, 0.87, 0.93], [0.37, -2.39, -0.09], [-0.38, 0.36, -1.97], [2.14, -3.43, -2.48], [0.23, 1.53, 0.41], [-0.63, -0.63, 0.54], [1.10, 0.61, -0.10], [1.61, -0.05, -1.84], [0.06, 0.12, -1.13], [0.18, -0.91, -0.37], [0.08, 0.28, 0.30], [-0.21, -0.09, 0.09], [0.73, 0.05, 1.09], [-0.80, -0.47, 1.71], [-1.38, 0.22, 1.06], [-0.50, 2.88, 0.01], [0.30, 0.50, 2.13], [0.23, 0.12, -0.37]], "relative_energy_kcal_mol": 27.3, "homo_lumo_gap_ev": 8.969}

***

3.
{"formula": "C2H2FI", "method": "wB97M-V/def2-TZVPD", "elements": ["C", "C", "F", "I", "H", "H"], "coordinates": [[0.558, -1.182, -0.039], [-0.592, -0.754, -0.121], [0.535, 1.945, 0.049], [-2.201, 0.401, -0.095], [1.396, -1.680, -0.475], [0.304, 1.270, 0.682]], "forces_ev_per_angstrom": [[-2.36, 0.30, -1.13], [2.21, -0.39, 0.57], [-0.10, -0.62, 1.01], [-0.60, -0.22, -0.02], [0.32, 0.00, 0.56], [0.54, 0.92, -1.00]], "relative_energy_kcal_mol": 30.8, "homo_lumo_gap_ev": 10.000}

***

4.
{"formula": "C36H36F3N6OPSn", "method": "wB97M-V/def2-TZVPD", "elements": ["Sn", "C", "C", "C", "C", "N", "C", "N", "C", "N", "C", "N", "C", "C", "C", "C", "C", "N", "C", "C", "C", "C", "C", "C", "H", "H", "H", "H", "H", "H", "H", "H", "H", "H", "H", "H", "F", "C", "F", "F", "C", "C", "C", "C", "C", "C", "C", "C", "H", "H", "H", "H", "O", "C", "C", "C", "C", "C", "C", "N", "H", "H", "H", "H", "H", "H", "H", "H", "H", "H", "H", "C", "P", "C", "C", "H", "H", "H", "H", "H", "H", "H", "H", "H"], "coordinates": [[0.213, 0.919, -0.625], [3.459, -0.943, -2.942], [4.600, -0.173, -2.715], [4.508, 0.943, -1.919], [3.280, 1.323, -1.350], [2.184, 0.562, -1.600], [2.284, -0.545, -2.361], [3.301, 2.444, -0.577], [2.294, 3.180, -0.293], [0.977, 2.943, -0.644], [0.209, 4.046, -0.309], [-1.038, 4.234, -0.511], [-1.833, 3.431, -1.286], [-3.006, 4.019, -1.779], [-3.788, 3.349, -2.692], [-3.402, 2.074, -3.099], [-2.289, 1.516, -2.521], [-1.521, 2.156, -1.622], [1.091, 5.037, 0.327], [0.828, 6.303, 0.809], [1.890, 7.002, 1.374], [3.166, 6.448, 1.439], [3.432, 5.184, 0.922], [2.374, 4.489, 0.367], [3.486, -1.830, -3.557], [5.549, -0.450, -3.154], [5.356, 1.574, -1.702], [1.378, -1.124, -2.490], [-3.236, 5.017, -1.436], [-4.680, 3.813, -3.092], [-3.962, 1.524, -3.841], [-1.991, 0.505, -2.769], [-0.166, 6.725, 0.747], [1.726, 7.997, 1.765], [3.967, 7.017, 1.891], [4.427, 4.759, 0.955], [-6.045, -6.280, -2.016], [-6.393, -5.141, -1.408], [-6.845, -5.448, -0.180], [-7.414, -4.600, -2.090], [-5.238, -4.174, -1.316], [-5.463, -2.933, -0.733], [-4.423, -2.030, -0.618], [-3.153, -2.375, -1.089], [-2.937, -3.622, -1.678], [-3.983, -4.520, -1.794], [-2.072, -1.446, -0.983], [-1.129, -0.689, -0.927], [-6.452, -2.678, -0.377], [-4.590, -1.062, -0.165], [-1.953, -3.877, -2.049], [-3.830, -5.484, -2.256], [1.451, -1.215, 0.298], [1.109, -2.398, 0.375], [0.147, -2.914, 1.401], [1.048, -3.629, 2.469], [2.580, -3.390, 2.396], [3.356, -4.131, 1.288], [3.185, -3.511, -0.103], [1.736, -3.372, -0.338], [-0.563, -3.620, 0.970], [-0.411, -2.087, 1.834], [0.878, -4.705, 2.424], [0.716, -3.303, 3.455], [2.978, -3.733, 3.351], [2.805, -2.320, 2.334], [3.018, -5.172, 1.257], [4.416, -4.153, 1.549], [3.615, -4.145, -0.875], [3.636, -2.521, -0.159], [1.280, -4.271, -0.247], [1.324, 0.180, 2.991], [0.090, 1.106, 2.041], [-1.566, 0.569, 2.558], [0.235, 2.794, 2.685], [1.184, 0.412, 4.048], [2.318, 0.499, 2.677], [1.226, -0.891, 2.832], [-1.593, 0.465, 3.643], [-1.822, -0.383, 2.091], [-2.292, 1.322, 2.253], [-0.044, 2.784, 3.740], [-0.440, 3.464, 2.156], [1.256, 3.157, 2.579]], "forces_ev_per_angstrom": [[0.07, 0.54, 0.28], [-0.05, 0.05, 0.00], [-0.03, 0.07, 0.04], [-0.12, 0.04, 0.08], [0.04, -0.40, -0.38], [-0.93, 0.33, 0.38], [-0.03, -0.30, -0.22], [0.33, 0.23, 0.47], [-0.02, -0.03, -0.30], [-0.25, -0.95, -0.25], [-0.09, 0.08, -0.02], [0.02, 0.34, 0.34], [-0.24, -0.23, -0.36], [0.15, -0.05, 0.06], [0.04, -0.01, 0.05], [0.01, 0.05, 0.03], [-0.16, -0.16, -0.21], [0.54, -0.16, 0.33], [0.31, -0.08, 0.09], [-0.06, -0.02, 0.01], [-0.06, 0.02, -0.02], [0.06, -0.01, -0.01], [0.07, -0.09, -0.03], [-0.31, 0.24, 0.13], [-0.04, 0.00, 0.00], [0.00, -0.01, 0.00], [0.03, -0.03, 0.00], [0.00, 0.01, 0.02], [-0.02, 0.01, -0.03], [0.01, 0.00, -0.01], [0.01, -0.03, 0.02], [-0.03, 0.10, -0.01], [0.01, 0.02, 0.01], [0.00, -0.01, 0.02], [0.00, 0.00, -0.01], [0.00, 0.01, -0.03], [-0.04, 0.06, 0.04], [-0.06, -0.03, 0.01], [0.01, 0.00, -0.10], [0.05, -0.05, 0.05], [0.07, 0.00, -0.01], [-0.01, -0.01, -0.01], [-0.02, -0.03, -0.01], [-0.11, -0.09, 0.01], [0.01, 0.05, 0.03], [-0.04, -0.02, 0.00], [0.25, -0.05, 0.01], [0.77, 0.69, -0.01], [0.01, 0.01, 0.02], [0.01, 0.01, -0.01], [0.00, 0.00, -0.02], [0.01, 0.00, 0.02], [0.08, -0.03, 0.20], [-0.25, -0.08, 0.01], [0.15, 0.04, 0.09], [0.12, 0.06, -0.04], [-0.02, -0.11, -0.04], [-0.05, 0.14, -0.04], [0.05, -0.08, 0.25], [0.03, -0.04, -0.31], [-0.03, 0.03, -0.04], [-0.04, -0.06, -0.04], [-0.05, 0.01, 0.01], [-0.07, -0.07, 0.00], [0.01, 0.05, 0.01], [0.02, -0.03, 0.05], [0.05, -0.02, 0.00], [0.00, -0.01, -0.04], [0.02, 0.07, -0.05], [0.00, -0.01, -0.04], [-0.03, -0.01, 0.10], [-0.09, -0.05, -0.20], [-0.19, 0.07, -0.07], [0.18, -0.11, -0.14], [-0.07, -0.05, -0.23], [-0.02, 0.05, 0.00], [0.02, -0.04, 0.02], [0.00, 0.12, 0.00], [0.00, 0.01, 0.01], [-0.04, 0.03, 0.02], [-0.01, -0.01, -0.02], [0.06, -0.05, 0.02], [-0.02, 0.04, 0.00], [0.02, 0.03, 0.02]], "homo_lumo_gap_ev": 7.520, "charge": 2}

***

| no. | LUMO energy (Ha) | DFT total energy (Ha) |
| --- | --- | --- |
| 1 | 0.1706 | -2185.8596 |
| 2 | -0.0009 | -779.3662 |
| 3 | 0.0089 | -474.8679 |
| 4 | -0.2263 | -2652.0005 |